{
  "formula": "C18H39CuN3O3PSSi",
  "method": "wB97M-V/def2-TZVPD",
  "elements": ["Cu", "C", "C", "C", "C", "O", "Si", "S", "O", "C", "C", "C", "C", "O", "C", "C", "C", "C", "H", "H", "H", "H", "H", "H", "H", "H", "H", "H", "H", "H", "H", "H", "H", "H", "H", "H", "H", "H", "H", "H", "H", "H", "H", "H", "H", "C", "N", "C", "N", "C", "N", "C", "P", "C", "C", "H", "H", "H", "H", "H", "H", "H", "H", "H", "H", "H", "H"],
  "positions_angstrom": [[0.044, 0.951, 1.077], [-2.732, -1.147, 1.937], [-2.047, -1.488, 0.625], [-2.070, -2.988, 0.372], [-2.675, -0.728, -0.532], [-0.678, -1.035, 0.781], [0.736, -1.463, -0.043], [2.045, 0.057, 0.454], [1.163, -2.997, 0.350], [1.845, -3.537, 1.497], [1.359, -2.855, 2.769], [3.342, -3.344, 1.303], [1.491, -5.016, 1.517], [0.243, -1.561, -1.607], [0.906, -2.147, -2.742], [0.529, -3.619, -2.808], [2.416, -1.974, -2.626], [0.377, -1.399, -3.955], [-3.789, -1.416, 1.901], [-2.660, -0.075, 2.133], [-2.261, -1.685, 2.760], [-3.101, -3.328, 0.258], [-1.619, -3.527, 1.206], [-1.525, -3.242, -0.536], [-3.729, -0.997, -0.624], [-2.166, -0.954, -1.467], [-2.615, 0.349, -0.353], [1.629, -1.798, 2.775], [1.805, -3.333, 3.643], [0.274, -2.936, 2.851], [3.581, -2.286, 1.202], [3.669, -3.869, 0.404], [3.896, -3.747, 2.154], [0.415, -5.151, 1.632], [1.995, -5.520, 2.343], [1.800, -5.489, 0.584], [0.838, -4.134, -1.899], [1.008, -4.097, -3.665], [-0.552, -3.727, -2.919], [2.811, -2.530, -1.775], [2.669, -0.921, -2.497], [2.907, -2.344, -3.528], [-0.711, -1.469, -3.993], [0.784, -1.821, -4.876], [0.657, -0.347, -3.902], [-1.193, 6.052, 1.312], [0.204, 5.628, 1.399], [0.812, 5.757, 0.074], [0.100, 5.043, -0.984], [-1.291, 5.488, -0.990], [-1.972, 5.344, 0.297], [-2.168, 3.935, 0.648], [-0.562, 3.043, 0.799], [0.303, 4.253, 1.894], [0.185, 3.594, -0.798], [-1.208, 7.115, 1.061], [-1.669, 5.922, 2.286], [1.841, 5.397, 0.117], [0.824, 6.818, -0.186], [-1.843, 4.933, -1.751], [-1.307, 6.547, -1.257], [-2.779, 3.452, -0.118], [-2.719, 3.864, 1.589], [1.353, 3.959, 1.968], [-0.118, 4.197, 2.901], [-0.323, 3.088, -1.623], [1.225, 3.260, -0.820]],
  "forces_ev_per_angstrom": [[-0.09, 0.10, -0.19], [-0.09, -0.01, 0.02], [0.22, 0.03, -0.04], [-0.06, -0.06, 0.00], [-0.17, 0.04, -0.04], [-0.01, 0.06, 0.01], [-0.12, -0.20, -0.06], [-0.03, 0.01, 0.05], [0.06, 0.02, 0.02], [-0.10, 0.11, -0.10], [0.00, -0.01, 0.09], [0.06, -0.05, 0.03], [0.02, -0.07, 0.03], [0.04, -0.01, 0.04], [-0.01, 0.10, 0.17], [-0.03, -0.09, -0.07], [0.06, -0.02, -0.07], [0.00, 0.00, -0.07], [0.01, -0.02, 0.00], [0.03, 0.01, -0.01], [0.01, 0.01, 0.02], [0.00, 0.02, 0.03], [0.02, 0.00, 0.01], [0.02, 0.03, -0.01], [0.01, 0.01, -0.02], [0.05, -0.02, 0.01], [0.03, 0.00, 0.03], [0.01, 0.00, -0.03], [0.01, 0.01, 0.00], [-0.02, -0.01, -0.01], [-0.01, 0.02, 0.00], [0.01, 0.02, -0.02], [-0.02, -0.01, 0.00], [-0.01, 0.02, 0.00], [0.00, 0.01, 0.01], [0.00, 0.01, -0.02], [0.02, 0.02, 0.02], [0.00, 0.00, 0.00], [0.00, 0.02, 0.00], [-0.02, 0.00, 0.02], [0.00, 0.01, 0.00], [-0.02, 0.00, 0.00], [-0.01, 0.00, 0.01], [0.01, 0.00, 0.00], [0.00, 0.01, 0.02], [0.00, 0.04, 0.00], [-0.07, -0.07, -0.01], [0.03, 0.05, -0.01], [-0.03, -0.04, 0.03], [-0.01, 0.04, -0.04], [-0.01, -0.04, 0.03], [-0.10, 0.08, -0.02], [0.30, -0.32, 0.18], [-0.02, 0.10, 0.02], [-0.05, 0.04, -0.09], [0.01, 0.00, 0.00], [0.00, -0.01, 0.00], [0.00, 0.00, 0.00], [0.01, 0.00, 0.00], [0.00, -0.01, 0.00], [0.01, 0.00, 0.00], [0.01, 0.00, 0.00], [0.01, 0.02, 0.01], [0.00, 0.01, -0.02], [0.00, 0.01, 0.00], [0.00, 0.00, 0.01], [0.00, 0.04, 0.01]],
  "relative_energy_kcal_mol": 0.0,
  "homo_lumo_gap_ev": 8.4,
  "charge": 0,
  "homo_energy_ev": -7.93,
  "lumo_energy_ev": 0.42
}